{"formula": "C6H8N2", "method": "ωB97M-V with the def2-TZVPD basis set", "total_charge": 0, "mol_weight_g_mol": 108.14, "lumo_energy_ev": 1.0105, "smiles": "C1=CC2=NNC[C@@H]2C1", "e_homo_ev": -8.42, "symbols": ["C", "C", "C", "C", "C", "C", "H", "H", "H", "H", "H", "H", "H", "H", "N", "N"], "positions_angstrom": [[-1.6034, 1.0134, 0.0310], [0.0709, -0.7602, 0.0788], [1.5291, -1.1822, 0.1489], [2.1630, 0.0284, -0.0855], [1.2710, 1.2355, -0.2639], [-0.0720, 0.7158, 0.4115], [-2.3008, 1.4407, 0.8956], [-1.7536, 1.5892, -0.9755], [-2.7605, -0.5473, -0.7376], [2.0187, -2.2024, 0.2471], [3.2336, 0.1857, 0.0353], [0.9837, 1.4346, -1.3344], [1.9283, 2.2462, 0.0115], [0.0695, 0.8552, 1.5223], [-2.0784, -0.3628, 0.0676], [-1.0031, -1.2524, -0.2946]], "atomic_forces_ev_per_a": [[0.07, 1.21, 0.97], [1.60, 0.93, 0.68], [0.08, 2.16, -1.26], [-0.12, -1.83, 0.93], [0.42, 1.98, -0.54], [0.59, 1.33, 1.70], [2.09, 0.17, -1.90], [0.33, -1.05, 1.69], [0.86, 0.48, 1.81], [-1.01, 1.60, -0.05], [-0.10, -0.24, -0.45], [0.57, -0.42, 0.63], [-2.29, -2.46, -0.03], [-0.26, -0.17, -0.91], [-1.07, -1.84, -3.54], [-1.77, -1.85, 0.28]], "mulliken_charge": [-0.3772, 0.6584, -0.7032, -0.2159, -0.6856, 0.1157, 0.2119, 0.2346, 0.2904, 0.3521, 0.3543, 0.2450, 0.2528, 0.2167, -0.3025, -0.6477]}